No. 1
{"formula": "C37H63AsN2O3S3SbY", "method": "ωB97M-V/def2-TZVPD", "species": ["Y", "C", "N", "C", "C", "C", "N", "C", "C", "C", "C", "C", "C", "C", "O", "C", "C", "C", "C", "C", "C", "C", "C", "C", "C", "C", "C", "C", "C", "C", "O", "C", "C", "C", "C", "C", "C", "C", "C", "H", "H", "H", "H", "H", "H", "H", "H", "H", "H", "H", "H", "H", "H", "H", "H", "H", "H", "H", "H", "H", "H", "H", "H", "H", "H", "H", "H", "H", "H", "H", "H", "H", "H", "H", "H", "H", "H", "H", "H", "H", "H", "H", "H", "H", "H", "H", "H", "H", "H", "H", "H", "H", "H", "S", "Sb", "S", "S", "C", "As", "C", "C", "O", "H", "H", "H", "H", "H", "H", "H", "H", "H"], "positions_angstrom": [[0.53120, -1.08960, -0.28920], [-3.10720, 1.12380, -1.22920], [-2.20140, 1.39700, -0.13240], [-2.90920, 1.52120, 1.11960], [-1.36310, 2.54860, -0.38780], [-0.06580, 2.52800, 0.42250], [0.98580, 1.58060, 0.01380], [2.07590, 1.72680, 1.01160], [2.77210, 0.51380, 1.58490], [4.14360, 0.59580, 1.70420], [4.87310, -0.37310, 2.37020], [4.15100, -1.36930, 3.01620], [2.76620, -1.48350, 2.96470], [2.04700, -0.56850, 2.14560], [0.76090, -0.68670, 1.85950], [2.05320, -2.48540, 3.88140], [3.00870, -3.53260, 4.47540], [1.45500, -1.66800, 5.04050], [0.92650, -3.28310, 3.20650], [6.39310, -0.39620, 2.36230], [6.84240, -1.58750, 1.50380], [6.95720, -0.54300, 3.78300], [6.98320, 0.88700, 1.76610], [1.45740, 1.99560, -1.32550], [2.36750, 1.07770, -2.10130], [3.66760, 1.45670, -2.37710], [4.45060, 0.73290, -3.26540], [3.86360, -0.36860, -3.88170], [2.57130, -0.79940, -3.64480], [1.78370, -0.08120, -2.69450], [0.56420, -0.40640, -2.33960], [1.98510, -1.95110, -4.45850], [1.27150, -2.98060, -3.58150], [0.95060, -1.34870, -5.42150], [3.05130, -2.71350, -5.25400], [5.90700, 1.06830, -3.55380], [6.18020, 1.08750, -5.06640], [6.77450, -0.00730, -2.88640], [6.30440, 2.43840, -2.99210], [-3.84770, 1.93250, -1.38260], [-3.63310, 0.18790, -1.02700], [-2.53000, 0.99310, -2.14270], [-3.55340, 2.42260, 1.15540], [-2.19940, 1.57510, 1.94410], [-3.52970, 0.63560, 1.26360], [-1.89300, 3.49280, -0.13460], [-1.14940, 2.58410, -1.45590], [-0.32780, 2.29860, 1.45680], [0.34640, 3.55400, 0.39730], [1.66580, 2.24680, 1.88920], [2.85480, 2.37940, 0.59310], [4.63060, 1.43910, 1.23670], [4.70860, -2.08710, 3.59010], [3.70860, -3.09080, 5.18150], [3.56520, -4.03070, 3.68090], [2.42890, -4.28530, 5.00850], [2.23200, -1.08710, 5.53380], [0.99630, -2.33110, 5.77590], [0.70040, -0.98100, 4.66870], [1.33560, -4.14690, 2.68300], [0.38010, -2.66740, 2.49420], [0.22930, -3.65100, 3.96120], [6.56950, -2.52940, 1.97210], [7.92300, -1.56840, 1.36090], [6.35500, -1.55480, 0.53180], [6.66950, -1.48640, 4.23750], [6.59680, 0.26240, 4.41920], [8.04590, -0.50060, 3.76010], [6.71010, 0.98340, 0.71970], [8.07080, 0.85850, 1.83020], [6.63400, 1.76400, 2.30990], [1.93960, 2.98970, -1.24560], [0.56490, 2.10090, -1.95350], [4.05040, 2.34250, -1.88470], [4.46850, -0.93390, -4.56780], [0.47760, -2.51380, -3.00030], [1.98310, -3.46230, -2.91010], [0.82210, -3.75340, -4.20560], [0.17230, -0.85100, -4.85130], [0.49040, -2.13400, -6.02380], [1.41120, -0.62100, -6.08970], [3.83680, -3.05560, -4.58640], [3.49220, -2.11530, -6.05120], [2.59690, -3.59340, -5.70750], [6.03220, 0.10620, -5.50790], [7.21270, 1.38550, -5.25100], [5.52020, 1.79500, -5.56600], [6.55210, -0.98610, -3.29990], [6.56000, -0.04430, -1.82080], [7.83450, 0.20410, -3.03130], [5.66410, 3.22300, -3.39010], [7.33230, 2.66840, -3.26920], [6.24070, 2.44410, -1.90710], [3.76250, -5.13280, -1.33340], [2.73300, -3.68780, 0.12090], [3.12130, -1.45130, -0.62740], [0.37900, -3.69460, -0.43950], [-2.12620, -4.17500, 1.49380], [-2.31270, -2.23390, 1.41510], [-4.28720, -2.17580, 1.31680], [-1.93500, -1.42430, 3.15640], [-1.76140, -1.44330, 0.10910], [-2.53480, -4.53560, 2.43860], [-1.09710, -4.50550, 1.35280], [-2.72130, -4.56040, 0.66150], [-4.74430, -2.82450, 2.06530], [-4.55410, -2.53370, 0.32030], [-4.67000, -1.16310, 1.44400], [-1.81110, -2.20240, 3.90640], [-2.76660, -0.77540, 3.43480], [-1.01270, -0.85030, 3.06570]], "forces_ev_per_a": [[-1.14, 0.82, -0.16], [0.00, -0.07, 0.11], [0.05, 0.19, -0.12], [0.08, -0.10, -0.04], [0.21, 0.02, 0.07], [-0.40, 0.17, -0.06], [0.02, 0.00, -0.20], [0.12, -0.14, 0.32], [-0.30, 0.03, 0.50], [-0.04, -0.05, 0.13], [0.00, 0.12, 0.04], [-0.01, 0.18, -0.12], [-0.29, 0.09, -0.14], [1.03, 0.51, 0.42], [-0.40, 0.13, 0.52], [-0.10, -0.12, 0.18], [-0.07, 0.26, -0.11], [0.08, -0.12, -0.11], [0.02, 0.14, -0.15], [0.21, -0.01, 0.07], [0.01, 0.19, 0.03], [-0.08, 0.03, -0.16], [-0.10, -0.23, 0.12], [-0.05, 0.09, -0.47], [-0.59, -0.27, -0.19], [0.23, -0.08, -0.17], [-0.03, 0.26, 0.13], [-0.11, 0.10, 0.17], [-0.35, 0.16, -0.04], [1.14, 0.99, -0.53], [-0.65, 0.08, -0.31], [-0.23, -0.07, -0.12], [0.02, 0.16, 0.12], [0.13, -0.06, -0.02], [-0.17, 0.17, 0.06], [0.11, 0.08, 0.02], [-0.01, 0.00, 0.25], [-0.01, 0.19, -0.11], [-0.06, -0.27, -0.09], [0.04, -0.07, 0.01], [0.00, 0.07, -0.05], [-0.01, -0.02, -0.07], [0.01, -0.11, -0.03], [-0.05, 0.00, 0.09], [-0.01, 0.09, 0.05], [0.09, -0.12, -0.07], [-0.05, 0.04, 0.06], [0.11, 0.05, 0.00], [0.01, -0.11, 0.10], [-0.04, 0.02, -0.26], [-0.13, 0.01, 0.06], [0.11, 0.02, -0.09], [0.07, -0.22, 0.11], [0.14, 0.02, 0.07], [0.05, -0.07, 0.01], [-0.07, -0.05, 0.06], [0.08, 0.07, 0.06], [-0.08, -0.06, 0.08], [-0.12, 0.14, -0.05], [-0.08, -0.02, -0.07], [0.12, -0.23, 0.12], [-0.02, -0.11, 0.15], [-0.05, -0.15, 0.07], [0.14, -0.05, -0.01], [-0.03, 0.00, -0.14], [-0.05, -0.14, 0.07], [-0.04, 0.12, 0.10], [0.12, -0.03, 0.00], [-0.03, 0.10, -0.19], [0.08, -0.03, -0.01], [-0.02, 0.11, 0.00], [-0.11, -0.16, 0.01], [0.21, 0.04, 0.16], [0.04, 0.05, -0.01], [0.08, -0.11, -0.15], [0.19, -0.21, -0.16], [-0.09, -0.02, 0.05], [0.00, -0.11, -0.12], [-0.16, 0.10, 0.07], [-0.03, -0.07, -0.06], [0.06, 0.06, -0.07], [0.17, -0.11, 0.07], [0.06, 0.08, -0.07], [-0.07, -0.04, -0.07], [-0.03, -0.09, -0.10], [0.11, 0.01, -0.04], [-0.06, 0.05, -0.06], [-0.02, -0.19, -0.04], [0.01, -0.03, 0.15], [0.15, 0.00, -0.01], [-0.09, 0.12, -0.01], [0.12, -0.01, -0.01], [-0.02, 0.08, 0.16], [0.09, -0.10, 0.23], [-0.06, 0.30, -1.04], [0.83, -1.47, 0.22], [0.54, -0.80, 0.40], [0.16, 0.11, -0.06], [-2.01, -1.32, 1.88], [0.43, 0.08, -0.14], [0.06, 0.00, -0.34], [0.84, 0.66, -0.96], [-0.10, 0.16, 0.04], [-0.14, 0.20, 0.10], [0.06, 0.05, 0.08], [0.15, -0.01, 0.02], [0.00, 0.03, 0.06], [0.09, -0.04, -0.02], [0.00, -0.07, -0.06], [-0.01, -0.06, -0.14], [0.02, -0.05, -0.04]], "total_charge": -1, "s2": 0.766, "orbital_gap_ev": [6.13, 5.19], "total_energy_ha": -5492.0730, "spin_multiplicity": 2}

No. 2
{"formula": "C37H63ClN4O6", "method": "ωB97M-V/def2-TZVPD", "species": ["C", "C", "C", "C", "C", "C", "C", "C", "C", "C", "C", "C", "C", "C", "C", "C", "C", "C", "C", "O", "C", "C", "C", "C", "C", "Cl", "C", "O", "H", "H", "H", "H", "H", "H", "H", "H", "H", "H", "H", "H", "H", "H", "H", "H", "H", "H", "H", "H", "H", "H", "H", "H", "H", "H", "H", "H", "H", "H", "H", "H", "H", "H", "H", "C", "N", "C", "C", "O", "H", "H", "H", "H", "H", "H", "H", "C", "N", "C", "C", "O", "H", "H", "H", "H", "H", "H", "H", "C", "N", "C", "C", "O", "H", "H", "H", "H", "H", "H", "H", "C", "N", "C", "C", "O", "H", "H", "H", "H", "H", "H", "H"], "positions_angstrom": [[8.63818, 1.54835, 4.87620], [7.67133, 1.87681, 3.63987], [7.82180, 0.82019, 2.40285], [6.34421, 0.59659, 1.82451], [6.24874, -0.42950, 0.59444], [4.66263, -0.55184, 0.22052], [4.02473, -1.92522, 0.77122], [2.51967, -1.79087, 1.31018], [2.13970, -2.89903, 2.44942], [0.92398, -3.81668, 1.93478], [-0.28915, -3.97877, 2.97133], [-0.83582, -2.60775, 3.59524], [-2.09871, -1.98268, 2.84702], [-3.11500, -2.77991, 1.98149], [-4.34425, -2.13421, 1.25634], [-4.57792, -0.58219, 1.35311], [-3.57589, 0.22020, 2.21372], [-2.36598, -0.43823, 2.97560], [-1.48032, 0.54439, 3.84445], [-0.84730, 0.22651, 4.89169], [-1.38230, 2.10118, 3.43053], [-2.47553, 2.69312, 2.74086], [-2.35072, 4.26565, 2.39071], [-0.92100, 4.67006, 1.78542], [-0.77718, 4.03793, 0.30740], [-0.84490, 6.52553, 1.69233], [-3.76939, 1.81637, 2.34521], [-4.89607, 2.31360, 2.11163], [8.31226, 2.20235, 5.77023], [9.73090, 1.75742, 4.60241], [8.46808, 0.46316, 5.21915], [7.79826, 2.95998, 3.30670], [6.58671, 1.74915, 4.02401], [8.53351, 1.34819, 1.65990], [8.34665, -0.13603, 2.73161], [5.72010, 0.14163, 2.68550], [5.95592, 1.61752, 1.48694], [6.83564, -0.00965, -0.30199], [6.71273, -1.45832, 0.81395], [4.60929, -0.46778, -0.91892], [4.15396, 0.38504, 0.64893], [4.73688, -2.34368, 1.55858], [4.04284, -2.66415, -0.11929], [1.83193, -1.86385, 0.39139], [2.36780, -0.71814, 1.71398], [3.10816, -3.51937, 2.57467], [1.96493, -2.38973, 3.45339], [1.36432, -4.87777, 1.78813], [0.55038, -3.51476, 0.88334], [-1.11406, -4.56627, 2.41538], [0.03578, -4.67482, 3.83533], [-0.06082, -1.78062, 3.70080], [-1.19221, -2.85834, 4.66743], [-3.01842, -3.91698, 1.85794], [-5.09946, -2.74155, 0.64925], [-5.43471, -0.01443, 0.86363], [-0.44258, 2.67675, 3.70664], [-2.43358, 4.81361, 3.40662], [-3.21535, 4.64077, 1.73941], [-0.03507, 4.33978, 2.42013], [-1.39823, 4.68780, -0.40503], [0.33023, 3.97935, 0.01632], [-1.18151, 2.96723, 0.24830], [-8.21442, -0.65507, -3.90530], [-7.70852, -1.30969, -2.71390], [-6.74979, -0.86711, -1.85816], [-6.11032, 0.46417, -2.15005], [-6.43099, -1.54693, -0.88604], [-9.28828, -0.50251, -3.78121], [-8.04313, -1.31328, -4.75615], [-7.73215, 0.30283, -4.08738], [-8.09360, -2.20792, -2.45754], [-5.36529, 0.68784, -1.38631], [-5.61101, 0.43280, -3.12132], [-6.86618, 1.25246, -2.13725], [-4.22663, -3.35787, -4.74710], [-4.30376, -1.94865, -4.42769], [-3.48805, -0.94629, -4.85411], [-2.35239, -1.30875, -5.77407], [-3.68792, 0.20659, -4.48998], [-5.16440, -3.65380, -5.22306], [-4.10705, -3.91493, -3.81510], [-3.39703, -3.58617, -5.41248], [-5.04263, -1.63438, -3.81436], [-1.78973, -0.41093, -6.02986], [-1.67812, -2.00993, -5.27763], [-2.74245, -1.74679, -6.69528], [14.16505, 1.72510, 4.28169], [12.76728, 1.39417, 4.10418], [12.21115, 0.57617, 3.16886], [13.13216, -0.08545, 2.17787], [11.00014, 0.39765, 3.15121], [14.46481, 1.42134, 5.28731], [14.27641, 2.80764, 4.18691], [14.80256, 1.23201, 3.55132], [12.09203, 1.80281, 4.73462], [12.54955, -0.70545, 1.49656], [13.65809, 0.67191, 1.59248], [13.84770, -0.72391, 2.70046], [-12.20047, 1.53381, -7.14550], [-11.31559, 0.46102, -6.74337], [-9.95540, 0.44701, -6.75628], [-9.24450, 1.68218, -7.24248], [-9.34796, -0.54818, -6.38026], [-12.82043, 1.80694, -6.28862], [-12.84266, 1.16618, -7.94895], [-11.65710, 2.41032, -7.49103], [-11.72394, -0.39920, -6.40599], [-8.16683, 1.52475, -7.19617], [-9.51970, 1.88852, -8.27897], [-9.49727, 2.53385, -6.60728]], "forces_ev_per_a": [[-0.69, 0.50, 0.16], [-0.30, -1.17, 0.53], [-0.01, 1.55, 0.29], [1.25, -1.06, -0.09], [-0.54, 0.71, -0.14], [1.02, 0.00, -0.21], [0.09, 0.29, -0.74], [0.25, 0.51, 0.06], [0.72, 0.33, -1.33], [0.36, -1.03, 0.35], [0.18, -0.29, -0.28], [-1.32, -0.38, 0.20], [-2.48, 2.07, -1.40], [-1.00, 2.77, -0.01], [2.26, 2.68, 2.02], [3.31, -1.65, 2.33], [0.66, -2.02, -0.01], [-1.87, -1.24, -1.85], [1.22, 0.38, 1.80], [-2.04, 0.47, -3.61], [-3.04, -0.78, -1.75], [2.18, -0.47, 0.77], [-0.15, -0.03, 1.35], [-0.65, -1.34, -1.03], [0.10, 0.32, 0.28], [0.02, -1.36, 0.08], [-1.36, -0.17, -0.44], [3.81, -1.13, 0.68], [0.66, -0.86, -1.34], [-1.72, -0.57, 0.52], [0.56, 1.56, -0.69], [-0.14, -1.47, 0.31], [1.65, 0.41, -0.53], [-1.23, -1.12, 0.82], [-0.87, 1.21, -0.34], [0.72, 1.00, -1.32], [0.22, -1.46, 0.59], [-0.88, -0.53, 1.31], [-0.77, 1.52, -0.08], [-0.31, -0.27, 1.54], [0.54, -1.50, -0.55], [-1.09, 0.57, -0.81], [-0.03, 0.95, 1.54], [0.85, -0.01, 1.50], [0.29, -1.67, -0.48], [-1.73, 0.74, -0.09], [-0.02, -0.70, -1.39], [-0.81, 1.58, 0.15], [0.53, -0.14, 1.84], [1.16, 1.06, 1.01], [-0.37, 1.24, -1.33], [-0.93, -1.30, -0.21], [0.55, 0.59, -1.63], [-0.02, 2.03, 0.29], [1.44, 0.94, 1.02], [1.36, -1.21, 0.73], [-1.48, -0.99, -0.15], [-0.06, -0.79, -1.64], [1.38, -0.69, 0.79], [-1.41, 0.61, -0.68], [1.14, -0.98, 0.89], [-1.70, 0.37, 0.20], [0.48, 1.53, 0.40], [-0.12, -0.60, 0.17], [0.58, 0.27, 0.38], [-0.23, -0.27, 0.31], [0.01, 0.02, 0.07], [-0.02, 0.04, -0.20], [0.06, 0.10, -0.26], [-0.13, 0.31, -0.04], [0.03, -0.14, 0.09], [0.01, 0.11, -0.04], [-0.09, -0.14, -0.09], [-0.01, 0.26, 0.03], [0.07, 0.00, -0.15], [-0.42, 0.10, 0.35], [0.39, 0.34, -0.27], [-0.30, 0.35, 0.31], [0.13, 0.07, -0.08], [0.08, -0.20, -0.17], [0.14, -0.24, -0.05], [0.04, -0.21, -0.17], [-0.07, 0.13, 0.07], [0.05, -0.16, -0.03], [-0.18, -0.05, 0.13], [-0.04, -0.08, -0.16], [0.13, -0.12, 0.06], [-0.33, 0.25, 0.37], [-0.06, -0.28, -0.36], [-0.61, 0.01, 0.13], [0.02, -0.10, -0.12], [0.45, -0.06, -0.15], [0.27, 0.06, -0.10], [0.29, -0.06, 0.00], [-0.16, 0.01, 0.04], [0.12, -0.04, -0.04], [-0.05, 0.13, 0.18], [0.14, -0.12, 0.06], [0.11, 0.11, -0.11], [-0.28, -0.42, 0.17], [0.49, 0.10, -0.01], [0.01, -0.51, 0.12], [0.15, 0.04, -0.01], [-0.23, 0.31, -0.41], [-0.07, 0.22, -0.17], [-0.07, 0.28, -0.02], [0.03, -0.15, 0.06], [0.02, 0.11, -0.06], [-0.17, -0.11, 0.04], [-0.02, 0.16, 0.10], [-0.03, 0.06, -0.18]], "smiles": "CCCCCCCCCCCCc1cccc2c1C(=O)C=C(C[C@@H](C)Cl)C2=O.CNC(C)=O.CNC(C)=O.CNC(C)=O.CNC(C)=O", "orbital_gap_ev": 7.72, "total_energy_ha": -2578.0407}